The molecule C5H11NOSi at a distorted geometry, computed with the ωB97M-V functional and the def2-TZVPD basis.

## Properties
**E**: -616.4452 Eh
**E_HOMO (spin up / spin down)**: -8.570 / -8.802 eV
**LUMO energy (spin up / spin down)**: -0.472 / -0.003 eV
**Total charge**: 0
**Kohn-Sham gap (spin up / spin down)**: 8.098 / 8.799 eV
**Energy above the lowest of the compared OMol25 structures with the same formula, charge and spin**: 467.04 kJ/mol

Geometry as XYZ:
```
19
Properties=species:S:1:pos:R:3:lowdin_charge:R:1
C 1.50 -0.98 0.08 -0.5646
C 0.64 1.82 -0.30 0.0357
C 2.01 1.45 -0.03 -0.2657
C 0.18 -0.60 0.77 -0.1102
C -2.96 -0.60 0.19 -0.2440
N 2.44 0.01 -0.26 0.0581
O 1.83 -2.16 -0.01 0.0325
Si -1.29 -1.47 -0.04 0.6293
H 0.17 2.54 0.30 0.0518
H 0.16 1.63 -1.18 0.0327
H 2.55 2.06 -0.77 0.1231
H 2.24 1.71 1.02 0.1172
H 0.26 -0.17 1.81 0.0825
H -3.89 -1.12 0.09 0.0198
H -3.20 -0.25 1.12 -0.0216
H -2.87 0.29 -0.40 0.0112
H 2.67 0.01 -1.22 0.1089
H -1.57 -2.79 0.26 -0.0673
H -0.88 -1.38 -1.42 -0.0295
```